# 1
60
Properties=species:S:1:pos:R:3 method="wB97M-V/def2-TZVPD" multiplicity=2 gap_ha="0.231 / 0.242" total_charge=0 e_tot_ha=-5641.3493 e_homo_ha="-0.29649 / -0.30830"
Fe -1.025 1.936 -2.271
O -0.930 0.085 -5.756
C -0.813 0.834 -4.805
O -1.728 1.252 -3.995
C 0.570 1.409 -4.460
C 1.725 1.428 -5.222
C 2.828 2.108 -4.714
C 2.767 2.767 -3.489
C 1.579 2.706 -2.782
N 0.564 2.012 -3.278
C 1.188 3.416 -1.479
O 2.037 3.980 -0.817
O -0.086 3.348 -1.247
H 1.740 0.938 -6.185
H 3.744 2.142 -5.291
H 3.600 3.328 -3.090
C 2.838 -1.343 4.230
O 2.477 -2.632 3.756
C 1.231 -2.797 3.270
C 0.936 -4.072 2.763
C -0.298 -4.333 2.230
C -1.286 -3.322 2.167
C -0.988 -2.060 2.715
C 0.256 -1.800 3.257
N -2.452 -3.647 1.535
N -3.352 -2.674 1.439
C -3.253 -1.719 0.584
C -4.222 -0.639 0.758
C -4.071 0.565 0.197
C -2.930 0.820 -0.657
O -2.735 1.902 -1.208
C -1.987 -0.271 -0.913
N -0.966 0.076 -1.705
C -0.148 -0.884 -2.122
C -0.333 -2.215 -1.773
C -1.342 -2.559 -0.898
C -2.184 -1.552 -0.421
H 3.886 -1.408 4.507
H 2.248 -1.065 5.106
H 2.713 -0.586 3.452
H 1.704 -4.833 2.803
H -0.538 -5.310 1.833
H -1.732 -1.276 2.721
H 0.455 -0.820 3.665
H -5.030 -0.853 1.447
H -4.755 1.386 0.368
H 0.683 -0.583 -2.745
H 0.331 -2.964 -2.180
H -1.490 -3.586 -0.600
Br 2.922 3.691 3.115
C 1.564 2.695 2.271
C 0.267 3.167 2.249
C -0.685 2.403 1.591
N -0.419 1.245 0.995
C 0.837 0.810 1.037
C 1.870 1.493 1.656
H 0.004 4.114 2.697
H -1.704 2.767 1.515
H 1.040 -0.131 0.533
H 2.881 1.110 1.640

=====

# 2
58
Properties=species:S:1:pos:R:3 method="wB97M-V/def2-TZVPD" multiplicity=1 gap_ha=0.233 total_charge=+2 e_tot_ha=-3386.2406 e_homo_ha=-0.51750
Ta 0.050 1.675 0.152
Cl 2.825 0.780 6.246
C 2.577 0.847 4.561
C 3.615 0.502 3.682
Cl 5.130 0.022 4.298
C 3.429 0.548 2.293
Cl 4.662 0.145 1.180
C 2.187 0.927 1.835
O 1.811 1.050 0.514
C 1.177 1.298 2.706
O 0.047 1.691 2.017
C 1.328 1.258 4.074
Cl 0.035 1.713 5.089
N -1.365 0.093 0.169
C -2.259 -0.638 0.225
C -3.350 -1.524 0.292
C -3.362 -2.519 1.280
C -4.445 -3.372 1.339
C -5.492 -3.228 0.435
C -5.476 -2.234 -0.540
C -4.403 -1.371 -0.623
H -2.541 -2.610 1.978
H -4.479 -4.148 2.091
H -6.339 -3.899 0.492
H -6.303 -2.134 -1.228
H -4.370 -0.587 -1.367
C 0.815 -3.541 -1.970
C 0.198 -2.204 -2.266
C -1.097 -2.136 -2.771
C -1.680 -0.924 -3.116
C -0.987 0.250 -2.908
C 0.294 0.187 -2.367
N 0.922 1.465 -2.014
C 0.738 2.544 -3.004
C 1.274 2.450 -4.272
C 1.077 3.498 -5.161
C 0.347 4.620 -4.791
C -0.199 4.718 -3.518
C 0.009 3.673 -2.637
C -0.449 3.503 -1.247
O -1.449 2.772 -0.956
O 0.411 3.629 -0.280
C 0.932 -1.022 -2.068
C 2.359 -1.126 -1.602
H 0.080 -4.336 -2.065
H 1.236 -3.580 -0.964
H 1.629 -3.757 -2.666
H -1.642 -3.058 -2.931
H -2.668 -0.898 -3.557
H -1.432 1.205 -3.159
H 1.925 1.342 -1.881
H 1.832 1.570 -4.569
H 1.499 3.433 -6.155
H 0.201 5.426 -5.495
H -0.766 5.589 -3.220
H 2.937 -0.207 -1.687
H 2.884 -1.876 -2.194
H 2.422 -1.442 -0.560

=====

# 3
59
Properties=species:S:1:pos:R:3 method="wB97M-V/def2-TZVPD" multiplicity=1 gap_ha="0.111 / 0.112" total_charge=+1 e_tot_ha=-4870.5456 e_homo_ha="-0.35604 / -0.35607"
Au -0.469 1.252 0.283
C -2.440 1.035 -4.216
C -1.544 -0.080 -4.752
C -0.490 0.535 -5.684
C -2.414 -1.078 -5.534
C -0.834 -0.827 -3.638
C 0.056 -1.932 -4.019
C 0.594 -2.749 -3.108
C 0.255 -2.551 -1.703
S -0.046 -3.772 -0.681
C 1.299 -1.060 0.614
N 0.182 -0.586 -0.246
C -0.159 -1.174 -1.342
C -0.971 -0.501 -2.336
C 1.381 -1.301 2.989
C 1.396 -1.642 4.320
C 1.929 -0.725 5.230
C 2.440 0.519 4.822
C 2.431 0.876 3.499
C 1.900 -0.048 2.562
H -2.942 1.525 -5.050
H -1.866 1.797 -3.685
H -3.212 0.648 -3.547
H -0.992 1.082 -6.484
H 0.145 -0.221 -6.150
H 0.150 1.235 -5.143
H -2.922 -0.555 -6.346
H -3.173 -1.525 -4.890
H -1.826 -1.881 -5.977
H 0.222 -2.123 -5.070
H 1.159 -3.632 -3.377
H -1.558 0.347 -2.010
H 1.000 -2.584 4.668
H 1.944 -0.978 6.282
H 2.844 1.194 5.565
H 2.826 1.822 3.153
Br 0.526 -4.716 2.706
C 1.388 -3.413 1.654
C 2.464 -3.730 0.920
C 3.048 -2.748 0.034
C 2.470 -1.564 -0.189
N 1.804 0.172 1.260
C 0.849 -2.017 1.766
H 2.862 -4.736 0.937
H 3.935 -3.025 -0.522
H 2.890 -0.850 -0.887
H -0.245 -2.048 1.794
F -1.859 5.027 5.923
C -1.697 4.541 4.723
C -1.971 5.341 3.609
F -2.390 6.576 3.790
C -1.795 4.828 2.353
F -2.042 5.564 1.299
C -1.339 3.489 2.149
O -1.187 3.072 0.976
C -1.082 2.710 3.318
F -0.671 1.463 3.174
C -1.251 3.223 4.571
F -0.999 2.497 5.646

=====

# 4
56
Properties=species:S:1:pos:R:3 method="wB97M-V/def2-TZVPD" multiplicity=1 gap_ha=0.257 total_charge=-1 e_tot_ha=-6895.0462 e_homo_ha=-0.16709
Tl 0.459 0.191 -1.976
C 0.111 3.369 -0.008
C -1.150 2.589 0.216
C -2.308 3.193 0.752
C -3.426 2.438 0.955
C -3.417 1.060 0.644
C -4.513 0.181 0.831
Br -6.159 0.822 1.538
C -4.394 -1.140 0.512
C -3.200 -1.655 -0.005
Br -3.120 -3.507 -0.392
C -2.054 -0.880 -0.225
O -0.951 -1.325 -0.660
C -2.217 0.536 0.116
N -1.130 1.314 -0.090
H -0.011 4.415 0.271
H 0.414 3.324 -1.057
H 0.925 2.933 0.572
H -2.299 4.247 0.999
H -4.326 2.880 1.362
H -5.230 -1.810 0.662
O 2.091 0.281 -0.451
Si 3.251 -0.306 0.461
C 4.940 -0.347 -0.389
C 5.017 -0.652 -1.750
C 6.236 -0.733 -2.407
C 7.416 -0.507 -1.711
C 7.366 -0.197 -0.360
C 6.138 -0.117 0.288
C 3.502 0.738 2.020
C 3.822 0.197 3.266
C 4.023 1.007 4.378
C 3.903 2.384 4.263
C 3.582 2.945 3.034
C 3.386 2.127 1.930
C 2.875 -2.069 1.006
C 1.551 -2.515 0.964
C 1.218 -3.806 1.354
C 2.206 -4.673 1.801
C 3.528 -4.253 1.845
C 3.854 -2.964 1.442
H 4.102 -0.822 -2.308
H 6.268 -0.970 -3.464
H 8.370 -0.569 -2.221
H 8.281 -0.011 0.189
H 6.114 0.140 1.342
H 3.901 -0.880 3.375
H 4.264 0.561 5.336
H 4.055 3.018 5.129
H 3.482 4.020 2.940
H 3.133 2.571 0.974
H 0.772 -1.864 0.583
H 0.189 -4.136 1.290
H 1.947 -5.682 2.102
H 4.304 -4.931 2.179
H 4.895 -2.653 1.457